DFT (ωB97M-V/def2-TZVPD) results for a structure of composition C22H16N5O2PdSe2.

Values from the calculation:
Net charge: +1
Strongest force on any atom (eV Å⁻¹): 2.50
HOMO energy (hartree): -0.4212
DFT total energy (eV): -168786.653
Orbital gap (eV): 6.78
Spin multiplicity: 1
Energy relative to the best compared isomer or geometry (same formula, charge and spin) (kJ/mol): 0.0

```
48
Properties=species:S:1:pos:R:3:forces:R:3
Pd -0.167 0.225 0.286 0.0 0.0 0.0
O -0.692 3.345 2.825 0.1 0.1 0.0
C -0.370 2.529 2.004 -0.1 -0.1 0.0
N -0.992 1.336 1.702 0.0 0.0 -0.1
C -2.135 0.845 2.295 0.1 0.1 0.0
O -2.797 1.353 3.162 0.0 -0.1 0.0
C -2.503 -0.491 1.685 -0.2 -0.1 0.1
C -3.632 -1.160 2.112 0.0 0.0 0.0
C -3.959 -2.374 1.526 0.1 0.0 0.0
C -3.141 -2.871 0.524 -0.1 0.0 0.1
C -2.027 -2.145 0.143 0.1 -0.1 -0.1
N -1.709 -0.983 0.714 -0.4 0.0 0.2
C 0.859 2.706 1.137 0.1 0.2 0.0
C 1.654 3.824 1.282 0.0 0.1 0.0
C 2.784 3.956 0.490 0.0 -0.1 0.0
C 3.081 2.953 -0.420 0.0 0.1 0.1
C 2.241 1.858 -0.510 0.1 -0.1 -0.1
N 1.150 1.737 0.246 0.1 0.4 0.3
H -4.228 -0.711 2.895 0.0 0.0 0.0
H -4.837 -2.919 1.846 0.0 0.0 0.0
H -3.359 -3.811 0.037 0.0 0.0 0.0
H -1.368 -2.494 -0.639 0.0 0.1 0.0
H 1.366 4.564 2.015 0.0 0.0 0.0
H 3.421 4.825 0.583 0.0 0.0 0.0
H 3.952 3.012 -1.055 0.0 0.0 0.0
H 2.441 1.051 -1.201 -0.1 0.0 0.0
Se 1.120 -3.024 -1.724 0.6 1.9 -1.5
Se 1.713 -0.787 -3.133 -0.3 -2.2 1.1
C -0.048 -0.071 -3.188 -0.4 0.1 0.2
C -0.681 0.091 -4.416 0.3 -0.1 0.0
C -1.942 0.657 -4.454 -0.1 0.1 0.1
C -2.528 1.058 -3.266 0.0 0.0 -0.1
C -1.834 0.857 -2.085 0.0 0.0 -0.2
N -0.618 0.296 -2.037 -0.2 0.1 -0.2
C 1.965 -2.509 -0.101 0.1 0.3 0.3
C 3.034 -3.259 0.379 -0.1 -0.1 -0.3
C 3.614 -2.910 1.585 0.0 0.0 0.1
C 3.100 -1.830 2.283 0.0 0.0 0.0
C 2.037 -1.133 1.734 0.1 -0.2 0.0
N 1.478 -1.455 0.560 0.2 0.0 0.2
H -0.182 -0.234 -5.318 0.0 0.0 0.0
H -2.461 0.785 -5.394 0.0 0.0 0.0
H -3.504 1.520 -3.248 0.0 0.0 0.0
H -2.259 1.180 -1.142 0.0 -0.1 0.0
H 3.400 -4.095 -0.200 0.0 0.0 0.0
H 4.454 -3.468 1.976 0.0 0.0 0.0
H 3.510 -1.530 3.236 0.0 0.0 0.0
H 1.601 -0.298 2.268 0.0 0.0 -0.1
```
Forces are in eV/Å.

DFT (ωB97M-V/def2-TZVPD) results for a structure of composition C22H17AsCuN3O8S3.

Values from the calculation:
Net charge: -2
Strongest force on any atom (eV Å⁻¹): 0.64
HOMO energy (hartree): -0.0379
DFT total energy (eV): -181928.066
Orbital gap (eV): 4.99
Spin multiplicity: 1

```
55
Properties=species:S:1:pos:R:3:forces:R:3
Cu -0.479 -0.042 -0.505 -0.5 -0.1 0.0
C -3.557 -2.635 0.208 0.0 0.0 -0.1
C -2.527 -3.039 -0.794 0.0 0.1 0.2
N -1.595 -2.270 -1.243 0.1 -0.1 -0.2
C -0.787 -2.919 -2.155 0.1 0.5 0.0
C -1.128 -4.205 -2.405 0.1 -0.2 0.0
S -2.474 -4.648 -1.448 -0.1 -0.1 0.0
C 0.331 -2.180 -2.771 -0.3 0.1 0.2
C 1.266 -2.721 -3.585 0.1 -0.1 0.0
S 2.396 -1.526 -4.031 0.1 0.0 -0.1
C 1.512 -0.346 -3.129 0.0 0.1 0.2
N 0.468 -0.826 -2.526 0.0 -0.3 -0.1
C 1.977 1.071 -3.066 0.0 -0.1 0.0
H -3.467 -1.563 0.362 0.0 0.0 0.0
H -3.388 -3.137 1.161 0.0 0.0 0.0
H -4.559 -2.876 -0.150 0.0 0.0 0.0
H -0.651 -4.903 -3.075 0.0 0.0 0.0
H 1.383 -3.753 -3.871 0.0 0.0 0.0
H 2.358 1.389 -4.039 0.0 0.0 0.0
H 2.774 1.172 -2.327 0.0 0.0 0.0
H 1.164 1.706 -2.723 0.0 0.0 0.0
O 2.199 3.586 0.417 -0.1 0.0 0.1
As 1.633 1.875 0.730 -0.1 0.2 0.2
O 1.161 1.803 2.298 0.1 0.0 -0.4
O 0.564 1.742 -0.553 0.5 0.1 0.3
C 3.432 1.104 0.440 0.0 -0.3 -0.1
C 4.491 2.014 0.319 -0.1 -0.2 0.0
C 5.794 1.580 0.137 0.0 0.1 0.0
C 6.076 0.222 0.063 0.1 0.0 0.0
C 5.047 -0.692 0.181 -0.1 0.1 0.0
C 3.733 -0.262 0.374 0.2 0.2 0.0
S 2.518 -1.572 0.510 -0.4 0.5 -0.1
O 2.878 -2.312 1.700 0.1 -0.1 0.0
O 2.642 -2.325 -0.731 0.1 -0.1 0.0
O 1.269 -0.815 0.609 0.0 -0.3 0.1
H 1.373 4.017 0.168 0.0 0.0 -0.1
H 4.268 3.069 0.364 0.0 0.0 0.0
H 6.594 2.307 0.048 0.0 0.0 0.0
H 7.094 -0.119 -0.088 0.0 0.0 0.0
H 5.239 -1.756 0.123 0.0 0.0 0.0
O -1.945 -0.884 2.517 0.0 -0.1 0.0
C -2.401 0.073 1.923 0.0 0.1 0.0
N -2.204 0.424 0.607 -0.2 -0.1 0.1
C -3.067 1.429 0.282 0.0 0.2 -0.1
O -3.256 1.943 -0.811 0.0 -0.1 0.0
C -3.835 1.848 1.525 0.0 0.0 -0.1
C -4.793 2.818 1.730 0.0 0.0 0.1
C -5.310 2.951 3.020 0.1 -0.1 0.0
C -4.873 2.122 4.053 0.0 0.0 -0.1
C -3.909 1.138 3.821 -0.1 0.0 0.0
C -3.407 1.030 2.543 0.1 -0.1 0.0
H -5.119 3.453 0.915 0.0 0.0 0.0
H -6.059 3.708 3.225 0.0 0.0 0.0
H -5.286 2.249 5.047 0.0 0.0 0.0
H -3.556 0.484 4.609 0.0 0.0 0.0
```
Forces are in eV/Å.

DFT (ωB97M-V/def2-TZVPD) results for a structure of composition C22H17AsO5Zn.

Values from the calculation:
Net charge: +2
Strongest force on any atom (eV Å⁻¹): 6.62
HOMO energy (hartree): -0.5382
DFT total energy (eV): -142563.696
Orbital gap (eV): 6.43
Spin multiplicity: 1

```
46
Properties=species:S:1:pos:R:3:forces:R:3
Zn -0.091 -0.453 -2.452 0.5 2.1 0.7
O -0.238 3.088 -3.360 0.1 -2.7 -0.7
C -0.189 1.965 -3.551 -0.1 2.7 0.9
C -0.217 -2.210 -3.377 -0.1 -6.5 1.3
O -0.276 -3.350 -3.177 0.2 5.2 -1.5
C 2.258 -0.107 -3.630 5.2 0.2 0.5
O 3.419 -0.037 -3.601 -5.3 -0.2 -0.3
C -2.391 -0.125 -3.087 -1.9 -0.3 0.5
O -3.518 -0.121 -3.009 1.8 0.1 -0.4
H -0.433 0.233 -6.682 0.0 0.0 0.0
H -0.426 -0.508 -6.622 0.0 0.0 0.0
O 0.514 0.337 -0.850 -0.9 -1.3 -2.4
As 0.189 0.022 0.840 -0.1 0.5 -2.9
C -1.634 0.824 0.943 0.8 -0.9 0.7
C -2.117 0.764 2.251 -0.2 0.4 -0.3
C -3.386 1.284 2.547 1.0 -0.1 -0.5
C -4.123 1.831 1.477 -0.2 -0.2 0.7
C -3.647 1.860 0.155 0.4 -0.4 0.1
C -2.373 1.336 -0.136 0.2 0.2 0.3
C 0.296 -1.939 0.974 -0.7 1.2 -0.6
C 1.466 -2.601 0.597 0.1 0.2 0.5
C 1.558 -3.960 0.913 -0.4 0.6 -0.3
C 0.427 -4.580 1.464 -0.1 -0.1 0.9
C -0.804 -3.937 1.695 0.6 0.6 -0.3
C -0.877 -2.582 1.367 0.2 0.2 0.5
C 1.703 1.183 1.168 -1.0 0.6 -0.6
C 2.936 0.894 0.546 -0.3 -0.7 1.1
C 4.001 1.702 0.932 -0.7 0.3 0.1
C 3.702 2.847 1.698 0.0 0.0 0.6
C 2.403 3.266 2.042 0.0 -0.4 -0.5
C 1.346 2.446 1.666 0.4 -1.5 0.7
H -1.427 0.338 2.987 -0.7 0.2 0.2
H -3.677 1.272 3.605 -0.4 0.2 -0.7
H -5.109 2.232 1.720 0.3 0.0 -0.3
H -4.264 2.281 -0.653 0.3 -0.2 0.5
H -1.943 1.391 -1.155 -0.3 0.0 0.9
H 2.271 -2.030 0.123 -0.1 -0.4 0.5
H 2.526 -4.461 0.787 -0.7 -0.1 0.0
H 0.551 -5.564 1.882 0.0 -0.4 -0.2
H -1.652 -4.376 2.227 0.4 -0.3 -0.5
H -1.782 -1.975 1.467 0.2 -0.4 0.3
H 3.054 0.012 -0.112 0.1 0.6 0.8
H 5.023 1.371 0.718 -0.4 0.6 -0.1
H 4.520 3.390 2.133 0.3 0.3 -0.1
H 2.151 4.117 2.678 0.6 0.1 -0.5
H 0.281 2.632 1.852 0.6 0.3 0.3
```
Forces are in eV/Å.